Density functional theory data (ωB97M-V/def2-TZVPD) for a molecular structure, C7H16CuN3S.

Last column: natural (NBO) charge in e.
Geometry (Å):
Cu (-0.73, -0.78, 1.04)  0.752
C (0.57, -2.06, -1.28)  -0.423
N (-0.40, -0.99, -1.03)  -0.513
C (-1.65, -1.26, -1.75)  -0.417
C (0.13, 0.33, -1.40)  -0.240
C (1.24, 0.78, -0.44)  -0.236
N (0.80, 0.71, 0.96)  -0.516
C (0.18, 1.98, 1.37)  -0.431
C (1.92, 0.39, 1.85)  -0.411
H (0.86, -2.09, -2.34)  0.180
H (0.12, -3.01, -1.01)  0.218
H (1.46, -1.92, -0.67)  0.200
H (-1.48, -1.30, -2.83)  0.174
H (-2.37, -0.48, -1.53)  0.227
H (-2.06, -2.21, -1.41)  0.217
H (-0.69, 1.04, -1.36)  0.221
H (0.53, 0.31, -2.43)  0.188
H (1.53, 1.80, -0.70)  0.202
H (2.12, 0.15, -0.57)  0.200
H (0.89, 2.81, 1.25)  0.173
H (-0.11, 1.92, 2.42)  0.221
H (-0.72, 2.18, 0.80)  0.237
H (2.70, 1.16, 1.80)  0.179
H (2.35, -0.57, 1.58)  0.200
H (1.55, 0.32, 2.87)  0.218
S (-2.61, -1.10, 2.16)  -0.366
C (-2.94, 0.42, 1.56)  0.027
N (-3.17, 1.47, 1.10)  -0.480

As for the total energy: -67464.0492 eV. As for the orbital gap: 0.2969 Ha. As for the HOMO energy: -7.61 eV. Its total charge is 0.

***

Density functional theory data (ωB97M-V/def2-TZVPD) for 7 unconnected molecules or ions with the total composition C18H50F6N2O11P at a distorted geometry.

Last column: Mulliken charge in e.
Geometry (Å):
P (-21.64, 7.06, -0.93)  1.426
F (-21.82, 5.93, -2.06)  -0.398
F (-22.79, 7.96, -1.63)  -0.314
F (-22.73, 6.33, 0.01)  -0.322
F (-21.48, 8.23, 0.20)  -0.336
F (-20.50, 6.22, -0.13)  -0.523
F (-20.51, 7.78, -1.84)  -0.545
C (-23.17, 15.32, -1.99)  -0.644
O (-21.92, 14.92, -2.47)  -0.382
C (-21.93, 13.65, -3.09)  -0.861
C (-22.46, 12.56, -2.17)  -0.383
N (-21.72, 12.50, -0.91)  -0.139
C (-22.07, 11.36, -0.03)  -0.269
C (-23.51, 10.87, -0.11)  -0.098
O (-24.40, 11.95, 0.16)  -0.397
C (-25.75, 11.57, 0.28)  -0.534
H (-23.53, 14.89, -1.05)  0.183
H (-23.97, 15.23, -2.73)  0.302
H (-23.11, 16.39, -1.75)  0.289
H (-20.93, 13.42, -3.45)  0.381
H (-22.61, 13.66, -3.95)  0.385
H (-22.53, 11.56, -2.62)  0.314
H (-23.51, 12.80, -1.97)  0.318
H (-22.00, 13.28, -0.33)  0.261
H (-21.84, 11.61, 1.00)  0.378
H (-21.50, 10.45, -0.22)  -0.185
H (-23.66, 10.03, 0.58)  0.618
H (-23.80, 10.52, -1.10)  -0.137
H (-25.82, 10.69, 0.93)  0.285
H (-26.13, 11.25, -0.70)  0.095
H (-26.37, 12.31, 0.76)  0.260
C (-21.61, 2.60, 6.52)  -0.818
O (-22.96, 2.86, 6.31)  -0.279
C (-23.69, 1.70, 5.98)  -0.665
C (-25.06, 2.01, 5.43)  -0.628
N (-25.02, 2.58, 4.08)  -0.472
C (-24.53, 3.98, 4.09)  0.155
C (-24.50, 4.50, 2.66)  -0.357
O (-25.71, 5.17, 2.25)  -0.417
C (-25.72, 6.55, 2.65)  -0.400
H (-21.06, 3.51, 6.74)  0.268
H (-21.09, 2.16, 5.67)  0.321
H (-21.41, 1.91, 7.35)  0.342
H (-23.82, 1.02, 6.84)  0.432
H (-23.10, 1.08, 5.30)  0.363
H (-25.63, 2.66, 6.12)  0.333
H (-25.58, 1.05, 5.35)  0.435
H (-25.91, 2.64, 3.62)  0.274
H (-23.48, 4.05, 4.34)  0.000
H (-25.20, 4.55, 4.74)  0.285
H (-24.45, 3.69, 1.93)  0.300
H (-23.68, 5.16, 2.37)  -0.021
H (-24.96, 7.07, 2.07)  0.018
H (-25.50, 6.64, 3.71)  0.291
H (-26.72, 6.88, 2.37)  0.252
C (-25.78, 8.76, -3.29)  -0.086
C (-25.79, 10.26, -3.63)  -0.081
O (-27.02, 10.81, -3.18)  -0.522
O (-26.60, 7.99, -4.14)  -0.530
H (-26.14, 8.64, -2.26)  0.203
H (-24.73, 8.45, -3.30)  0.188
H (-25.60, 10.37, -4.70)  0.385
H (-24.97, 10.74, -3.09)  -0.162
H (-27.79, 10.49, -3.64)  0.305
H (-27.46, 8.41, -4.22)  0.298
C (-20.57, 5.62, 3.55)  0.142
C (-19.87, 4.54, 2.71)  -0.703
O (-20.67, 3.95, 1.68)  -0.578
O (-20.79, 6.81, 2.79)  -0.540
H (-19.99, 5.98, 4.40)  0.307
H (-21.57, 5.32, 3.90)  -0.038
H (-19.48, 3.73, 3.33)  0.404
H (-19.05, 5.05, 2.19)  0.387
H (-20.64, 4.60, 0.97)  0.418
H (-20.65, 6.66, 1.85)  0.200
C (-17.69, 9.56, -0.77)  -0.358
C (-18.51, 10.68, -1.39)  0.156
O (-18.77, 11.74, -0.50)  -0.641
O (-17.67, 8.43, -1.63)  -0.572
H (-18.15, 9.29, 0.19)  0.204
H (-16.70, 9.89, -0.46)  0.343
H (-19.43, 10.18, -1.73)  -0.160
H (-18.06, 11.06, -2.32)  0.273
H (-19.74, 11.86, -0.51)  0.400
H (-18.61, 8.27, -1.79)  0.351
O (-20.12, 6.67, -4.51)  -0.682
H (-20.78, 6.92, -3.85)  0.322
H (-19.34, 6.44, -3.99)  0.326

As for the total energy: -70577.8942 eV. The calculation puts the energy above the lowest of the compared OMol25 structures with the same formula, charge and spin at 25.09 kcal/mol. As for the orbital gap: 0.3345 Ha. As for the HOMO energy: -6.98 eV. Its total charge is -1.

***

Density functional theory data (ωB97M-V/def2-TZVPD) for 4 unconnected molecules or ions with the total composition C2H6NP at a distorted geometry.

Last column: natural (NBO) charge in e.
Geometry (Å):
C (1.74, -0.35, -1.23)  0.064
C (0.10, 0.16, 1.03)  -0.746
N (2.83, -0.17, -0.93)  -0.314
P (-1.22, -0.74, 0.49)  0.381
H (0.74, -0.64, -1.41)  0.235
H (-2.35, 1.29, -0.55)  0.018
H (0.65, -0.14, 1.88)  0.219
H (0.44, 0.98, 0.47)  0.215
H (-1.25, -1.85, 1.34)  -0.056
H (-1.69, 1.47, -1.09)  -0.016

As for the total energy: -12946.3003 eV. The calculation puts the energy above the lowest of the compared OMol25 structures with the same formula, charge and spin at 56.07 kcal/mol. As for the orbital gap: 0.3560 Ha. As for the HOMO energy: -10.11 eV. Its total charge is 0.

***

Density functional theory data (ωB97M-V/def2-TZVPD) for 9 unconnected molecules or ions with the total composition BF4H16O8 at a distorted geometry.

Last column: natural (NBO) charge in e.
Geometry (Å):
B (0.55, -0.69, -1.07)  1.332
F (0.17, 0.13, -0.08)  -0.564
F (0.73, -1.88, -0.35)  -0.573
F (-0.51, -0.73, -1.96)  -0.562
F (1.68, -0.15, -1.65)  -0.548
O (2.92, 0.65, 0.98)  -0.959
H (2.57, 0.09, 1.69)  0.488
H (2.69, 0.04, 0.27)  0.479
O (1.28, 2.44, -1.90)  -0.980
H (0.42, 2.42, -1.46)  0.472
H (1.60, 1.57, -1.84)  0.476
O (1.28, -1.26, 2.37)  -0.981
H (0.79, -0.73, 3.00)  0.487
H (0.86, -1.44, 1.54)  0.498
O (-3.17, -0.49, -2.22)  -0.980
H (-2.23, -0.68, -2.18)  0.489
H (-3.39, 0.21, -1.58)  0.478
O (-1.83, -0.47, 1.51)  -0.972
H (-1.01, -0.40, 0.99)  0.483
H (-1.75, -1.16, 2.11)  0.465
O (-1.07, -3.53, 1.11)  -0.966
H (-0.64, -2.93, 0.49)  0.490
H (-1.80, -3.94, 0.60)  0.467
O (1.00, 2.62, 1.38)  -0.993
H (1.59, 1.88, 1.24)  0.499
H (1.16, 3.30, 0.75)  0.469
O (-1.45, 1.92, -1.57)  -0.944
H (-1.33, 2.17, -0.63)  0.471
H (-1.11, 1.04, -1.53)  0.480

As for the total energy: -28195.8011 eV. The calculation puts the energy above the lowest of the compared OMol25 structures with the same formula, charge and spin at 14.01 kcal/mol. As for the orbital gap: 0.3843 Ha. As for the HOMO energy: -7.46 eV. Its total charge is -1.